P.
{"formula": "C7H10N2", "method": "wB97M-V/def2-TZVPD", "smiles": "c1c[nH]cn1.CC#CC", "spin_multiplicity": 1, "gap_ev": 9.36, "species": ["N", "N", "C", "C", "C", "C", "C", "C", "C", "H", "H", "H", "H", "H", "H", "H", "H", "H", "H"], "coordinates": [[-3.546, 0.960, 0.787], [-1.412, 0.661, 0.250], [-2.993, 2.157, 0.401], [-1.667, 1.997, 0.063], [-2.565, 0.077, 0.684], [2.126, -0.984, 0.254], [1.488, -1.416, -2.314], [1.837, -1.181, -0.911], [2.475, -0.748, 1.656], [-0.903, 2.692, -0.285], [2.216, -0.921, -2.978], [-0.519, 0.188, 0.092], [-3.578, 3.077, 0.386], [0.484, -1.015, -2.531], [2.619, -1.707, 2.182], [3.409, -0.165, 1.726], [-2.634, -0.988, 0.909], [1.490, -2.497, -2.533], [1.671, -0.186, 2.161]]}

***

Q.
{"formula": "C7H10N2", "method": "wB97M-V/def2-TZVPD", "spin_multiplicity": 1, "gap_ev": 8.90, "species": ["N", "N", "C", "C", "C", "C", "C", "C", "C", "H", "H", "H", "H", "H", "H", "H", "H", "H", "H"], "coordinates": [[2.342, 0.486, -0.256], [1.986, -0.459, 0.536], [0.051, -1.054, -0.445], [1.526, -1.517, -0.195], [-3.169, -0.484, -0.047], [-0.552, 0.064, -0.155], [0.190, 1.427, 0.182], [-2.074, 0.415, -0.099], [1.532, 1.497, -0.450], [2.201, 2.303, -1.017], [2.835, -1.051, 1.000], [-2.297, 1.844, 0.230], [-0.543, 2.222, 0.036], [-2.960, -1.500, 0.154], [1.534, -2.312, 0.566], [-1.036, -1.770, -0.470], [-4.021, 0.337, -0.004], [2.250, -2.015, -0.963], [0.204, 1.567, 1.397]]}

***

R.
{"formula": "C7H10N2", "method": "wB97M-V/def2-TZVPD", "smiles": "C1=NN[C@@H]2CC[C@H]3[C@H]1[C@H]32", "spin_multiplicity": 1, "gap_ev": 8.38, "species": ["N", "N", "C", "C", "C", "C", "C", "C", "C", "H", "H", "H", "H", "H", "H", "H", "H", "H", "H"], "coordinates": [[1.064, -0.858, -1.411], [0.006, -0.844, -2.327], [-1.025, 0.428, -0.783], [-1.111, -0.226, -2.172], [-0.467, -0.723, 0.055], [0.879, -0.289, -0.066], [-1.097, 0.306, 0.844], [-0.048, 0.973, 1.637], [1.297, 0.040, 1.395], [1.549, -1.721, -1.549], [0.457, 1.737, 1.085], [0.967, -0.968, 1.890], [0.986, 0.817, -0.437], [-0.534, 1.221, 2.615], [-0.853, -1.765, 0.033], [-1.765, 0.006, -2.933], [-2.175, 0.083, 1.173], [-0.516, 1.457, -0.812], [2.387, 0.328, 1.762]]}

***

Short version: R is the least stable of them.